Entry 1:
Entry from OMol25: an isolated molecule of C10H7NO2S in a non-equilibrium geometry (ωB97M-V with the def2-TZVPD basis set).

Last column: Löwdin charge in e.
Cartesian coordinates (Å):
O (0.196, -0.556, -1.471)  0.05
C (0.505, 0.141, -0.475)  -0.46
O (-0.327, 0.259, 0.553)  0.07
C (-1.262, -0.763, 0.794)  -0.22
C (-2.013, -0.335, 1.978)  0.04
C (-3.054, -1.286, 2.348)  -0.08
N (-3.208, -2.580, 1.778)  0.04
C (-2.379, -2.854, 0.805)  -0.17
C (-1.379, -1.991, 0.260)  -0.02
C (1.628, 1.028, -0.698)  -0.47
C (2.366, 0.968, -1.934)  -0.04
C (3.161, 2.247, -2.120)  -0.16
C (3.096, 3.215, -1.084)  -0.29
S (2.167, 2.372, 0.235)  0.99
H (-2.042, 0.746, 2.503)  0.16
H (-3.732, -1.077, 3.100)  0.06
H (-2.356, -3.929, 0.401)  0.13
H (-0.698, -2.404, -0.549)  0.14
H (2.131, 0.213, -2.697)  0.11
H (3.780, 2.446, -2.992)  0.09
H (3.421, 4.139, -0.735)  0.03

The calculation puts the HOMO-LUMO gap at 8.860 eV. Its energy above the lowest of the compared OMol25 structures with the same formula, charge and spin is 220.3 kJ/mol. As for the SMILES: O=C(Oc1ccncc1)c1cccs1. For the HOMO energy, the calculation gives -0.3431 hartree.

Entry 2:
Entry from OMol25: a 2-piece molecular cluster, C4H5N2P overall in a non-equilibrium geometry (ωB97M-V with the def2-TZVPD basis set).

Last column: Löwdin charge in e.
Cartesian coordinates (Å):
C (-0.627, 0.675, -0.755)  -0.22
C (0.708, 0.430, -1.035)  -0.10
N (1.415, 1.034, 0.045)  0.05
C (0.445, 1.526, 0.849)  -0.22
N (-0.767, 1.385, 0.369)  0.05
H (-1.538, 0.382, -1.331)  0.11
H (1.236, -0.005, -1.920)  0.11
H (2.308, 0.666, 0.143)  0.11
H (0.804, 1.940, 1.729)  0.10
C (-1.521, -2.717, 0.514)  -0.55
P (-0.779, -2.930, 1.877)  0.65
H (-1.682, -2.387, -0.485)  -0.09

The calculation puts the HOMO-LUMO gap at 9.257 eV. Its energy above the lowest of the compared OMol25 structures with the same formula, charge and spin is 169.2 kJ/mol. As for the SMILES: c1c[nH]cn1.C#P. For the HOMO energy, the calculation gives -0.3266 hartree.

Entry 3:
Entry from OMol25: C14H14CoF6N6O2SSb as an isolated structure in a non-equilibrium geometry (ωB97M-V with the def2-TZVPD basis set).

Last column: Löwdin spin population.
Cartesian coordinates (Å):
Co (2.099, 1.040, 0.151)  2.98
N (2.377, 1.153, -4.037)  0.15
C (2.104, 1.136, -2.711)  0.10
S (2.914, 2.142, -1.538)  0.27
N (1.223, 0.207, -2.317)  0.31
N (0.998, 0.299, -1.020)  0.24
C (0.133, -0.634, -0.493)  0.05
C (-0.924, -1.220, -1.365)  0.05
C (-0.995, -2.617, -1.341)  0.03
C (-1.739, -3.272, -2.284)  0.00
C (-2.542, -2.605, -3.214)  0.06
C (-2.562, -1.181, -3.188)  0.00
C (-1.669, -0.528, -2.359)  0.03
C (0.469, -1.044, 0.840)  0.01
C (-0.160, -1.948, 1.715)  0.03
C (0.554, -2.427, 2.811)  0.01
C (1.811, -1.866, 3.127)  0.03
C (2.314, -0.882, 2.266)  0.03
N (1.574, -0.373, 1.303)  0.11
H (3.207, 1.641, -4.411)  0.01
H (1.915, 0.439, -4.605)  0.00
H (-0.390, -3.112, -0.656)  0.00
H (-1.793, -4.347, -2.231)  0.00
H (-3.041, -3.185, -4.006)  0.00
H (-3.324, -0.584, -3.747)  0.00
H (-1.592, 0.587, -2.388)  0.00
H (-1.217, -2.086, 1.549)  0.00
H (0.168, -3.195, 3.533)  0.00
H (2.306, -2.081, 4.097)  0.00
H (3.253, -0.398, 2.418)  0.00
N (1.084, 2.491, 0.957)  0.13
N (1.791, 3.012, 2.030)  0.01
C (3.035, 2.499, 2.337)  0.01
O (3.660, 2.982, 3.262)  0.04
O (3.386, 1.526, 1.538)  0.26
H (0.947, 3.262, 0.268)  0.01
H (0.082, 2.186, 1.243)  0.00
H (1.354, 3.684, 2.623)  0.00
F (-3.331, 1.576, -0.500)  0.00
Sb (-3.332, 1.350, 1.393)  0.00
F (-2.761, -0.455, 0.855)  0.00
F (-5.188, 0.862, 1.545)  0.00
F (-3.082, 0.883, 3.303)  0.00
F (-3.676, 3.201, 1.784)  0.00
F (-1.445, 1.882, 1.461)  0.00

Its multiplicity is 6. The calculation puts the HOMO-LUMO gap (alpha / beta) at 6.754 / 5.409 eV. As for the total charge: +1. Its energy above the lowest of the compared OMol25 structures with the same formula, charge and spin is 82.0 kJ/mol. For the HOMO energy (alpha / beta), the calculation gives -0.4741 / -0.4777 hartree.

Entry 4:
Entry from OMol25: a 2-piece molecular cluster, C4H9N4OS overall in a non-equilibrium geometry (ωB97M-V with the def2-TZVPD basis set).

Last column: Löwdin charge in e.
Cartesian coordinates (Å):
C (1.221, -1.559, 1.372)  0.00
C (-0.001, -0.979, 1.336)  -0.25
C (1.835, -0.868, -0.797)  -0.85
C (-0.351, -0.170, 0.162)  -0.28
N (2.021, -1.545, 0.297)  0.02
N (0.646, -0.124, -0.853)  0.17
N (-1.006, -1.122, 2.256)  0.10
N (-1.624, 2.438, -1.698)  0.18
O (-1.243, 0.665, 0.064)  0.06
S (3.111, -0.822, -1.874)  0.65
H (1.304, -2.251, 2.199)  0.15
H (2.925, -2.061, 0.248)  0.16
H (0.455, 0.447, -1.618)  0.11
H (-0.721, -1.343, 3.238)  0.13
H (-1.824, -0.451, 2.166)  0.13
H (-1.983, 2.230, -2.730)  0.20
H (-0.883, 3.122, -1.498)  0.13
H (-2.460, 2.867, -1.337)  0.10
H (-1.422, 1.525, -0.932)  0.07

The calculation puts the HOMO-LUMO gap at 7.474 eV. As for the total charge: +1. Its energy above the lowest of the compared OMol25 structures with the same formula, charge and spin is 0.0 kJ/mol. For the HOMO energy, the calculation gives -0.4093 hartree.

Entry 5:
Entry from OMol25: an isolated molecule of C4H5NO (ωB97M-V with the def2-TZVPD basis set).

Last column: Löwdin charge in e.
Cartesian coordinates (Å):
C (-0.197, 1.619, -1.643)  0.11
C (-0.263, 1.202, -0.515)  -0.15
C (0.068, 0.652, 0.797)  -0.12
C (-0.002, -0.875, 0.926)  -0.54
N (0.036, -1.572, -0.240)  0.17
O (-0.035, -1.402, 2.023)  0.05
H (0.038, 2.019, -2.601)  0.03
H (-0.477, 1.078, 1.642)  0.13
H (1.109, 0.976, 0.907)  0.14
H (-0.112, -2.568, -0.183)  0.11
H (-0.117, -1.110, -1.124)  0.08

The calculation puts the HOMO-LUMO gap at 10.699 eV. Its energy above the lowest of the compared OMol25 structures with the same formula, charge and spin is 130.9 kJ/mol. As for the SMILES: C#CCC(N)=O. For the HOMO energy, the calculation gives -0.3624 hartree.

Entry 6:
Entry from OMol25: a 4-piece molecular cluster, C27H60NO3 overall in a non-equilibrium geometry (ωB97M-V with the def2-TZVPD basis set).

Last column: Löwdin charge in e.
Cartesian coordinates (Å):
C (0.095, 3.274, 0.017)  -0.07
C (-1.144, 2.485, -0.369)  -0.42
C (-2.244, 3.417, -0.926)  -0.08
C (-0.846, 1.423, -1.420)  -0.22
N (0.373, 0.636, -1.164)  -0.01
C (0.091, -0.712, -0.632)  -0.25
C (-0.605, -0.572, 0.709)  -0.11
C (-0.756, -1.847, 1.520)  -0.45
C (-1.472, -1.510, 2.828)  -0.06
O (-1.485, -2.840, 0.820)  -0.02
C (1.424, -1.501, -0.549)  -0.67
O (1.439, -2.676, -0.088)  -0.07
O (2.448, -0.933, -0.989)  -0.06
H (0.735, 3.497, -0.829)  0.07
H (-0.214, 4.216, 0.467)  0.06
H (0.641, 2.750, 0.791)  0.07
H (-1.588, 1.991, 0.491)  0.11
H (-2.056, 3.626, -1.975)  0.07
H (-2.250, 4.352, -0.378)  0.06
H (-3.212, 2.940, -0.802)  0.05
H (-0.722, 1.935, -2.377)  0.11
H (-1.682, 0.724, -1.533)  0.10
H (0.820, 0.529, -2.061)  0.08
H (-0.568, -1.199, -1.359)  0.14
H (-1.630, -0.227, 0.536)  0.09
H (-0.137, 0.204, 1.309)  0.12
H (0.201, -2.274, 1.783)  0.11
H (-0.873, -0.778, 3.366)  0.07
H (-1.562, -2.385, 3.464)  0.07
H (-2.454, -1.079, 2.645)  0.07
H (-2.382, -2.524, 0.690)  0.07
C (1.727, 3.266, -4.539)  -0.11
C (2.469, 1.943, -4.355)  -0.26
C (3.417, 1.939, -3.158)  -0.22
C (4.557, 2.956, -3.242)  -0.23
C (5.452, 2.825, -4.473)  -0.28
C (6.184, 1.488, -4.549)  -0.11
H (2.414, 4.091, -4.736)  0.06
H (1.036, 3.208, -5.383)  0.06
H (1.147, 3.511, -3.647)  0.06
H (3.012, 1.698, -5.273)  0.10
H (1.734, 1.146, -4.212)  0.10
H (3.824, 0.933, -3.038)  0.11
H (2.842, 2.126, -2.247)  0.10
H (5.173, 2.857, -2.343)  0.11
H (4.147, 3.971, -3.212)  0.10
H (6.193, 3.631, -4.452)  0.10
H (4.866, 2.974, -5.385)  0.09
H (6.804, 1.334, -3.664)  0.07
H (6.835, 1.454, -5.425)  0.06
H (5.488, 0.652, -4.624)  0.07
C (-4.440, 0.044, -0.868)  -0.12
C (-5.963, 0.010, -0.785)  -0.26
C (-6.489, -0.998, 0.236)  -0.23
C (-6.126, -2.456, -0.051)  -0.23
C (-6.583, -2.979, -1.411)  -0.27
C (-8.099, -2.969, -1.587)  -0.12
H (-4.031, -0.914, -1.193)  0.07
H (-4.110, 0.798, -1.583)  0.06
H (-4.002, 0.290, 0.103)  0.07
H (-6.378, -0.201, -1.775)  0.10
H (-6.324, 1.004, -0.507)  0.10
H (-7.577, -0.899, 0.304)  0.10
H (-6.103, -0.734, 1.226)  0.11
H (-6.560, -3.083, 0.735)  0.11
H (-5.043, -2.585, 0.029)  0.09
H (-6.223, -4.004, -1.524)  0.11
H (-6.117, -2.402, -2.214)  0.10
H (-8.584, -3.572, -0.815)  0.07
H (-8.376, -3.383, -2.558)  0.07
H (-8.505, -1.958, -1.535)  0.06
C (3.440, -1.295, 2.261)  -0.09
C (2.468, -1.291, 3.437)  -0.26
C (2.962, -0.500, 4.649)  -0.23
C (4.247, -1.031, 5.284)  -0.24
C (4.183, -2.485, 5.744)  -0.27
C (3.143, -2.733, 6.833)  -0.12
H (4.392, -1.766, 2.523)  0.07
H (3.021, -1.842, 1.416)  0.05
H (3.645, -0.275, 1.927)  0.08
H (2.243, -2.323, 3.727)  0.10
H (1.523, -0.853, 3.105)  0.08
H (2.168, -0.470, 5.404)  0.10
H (3.128, 0.540, 4.349)  0.11
H (4.501, -0.397, 6.143)  0.10
H (5.073, -0.921, 4.577)  0.10
H (5.167, -2.771, 6.128)  0.10
H (3.985, -3.141, 4.893)  0.10
H (3.342, -2.113, 7.710)  0.07
H (3.158, -3.777, 7.150)  0.06
H (2.134, -2.513, 6.481)  0.06

The calculation puts the HOMO-LUMO gap at 6.773 eV. As for the total charge: -1. For the HOMO energy, the calculation gives -0.1549 hartree.

Entry 7:
Entry from OMol25: a 2-piece molecular cluster, CH3N3S overall in a non-equilibrium geometry (ωB97M-V with the def2-TZVPD basis set).

Last column: Löwdin charge in e.
Cartesian coordinates (Å):
H (1.696, -1.063, -1.410)  -0.01
N (1.038, -0.549, -1.979)  -0.03
N (0.254, 0.073, -1.224)  -0.06
H (-0.433, 0.513, -1.918)  0.06
N (0.454, 0.557, 3.536)  0.09
C (1.167, 0.520, 2.555)  -0.86
S (2.059, -0.010, 1.372)  0.68
H (0.043, 1.308, 4.156)  0.12

The calculation puts the HOMO-LUMO gap at 9.755 eV. Its energy above the lowest of the compared OMol25 structures with the same formula, charge and spin is 48.5 kJ/mol. As for the SMILES: [H]/N=N/[H].N=C=S. For the HOMO energy, the calculation gives -0.3382 hartree.

Entry 8:
Entry from OMol25: C13H27N8O2Pd as an isolated structure (ωB97M-V with the def2-TZVPD basis set).

Last column: Löwdin charge in e.
Cartesian coordinates (Å):
Pd (0.298, -0.649, -0.570)  1.01
N (0.063, -2.766, -0.737)  -0.04
N (0.774, -3.160, -1.881)  0.01
C (1.685, -2.271, -2.497)  -0.73
O (2.400, -2.684, -3.375)  0.08
O (1.644, -1.059, -2.031)  -0.19
H (0.345, -3.268, 0.101)  0.10
H (-0.923, -2.939, -0.895)  0.11
H (0.896, -4.145, -2.050)  0.15
C (-1.404, -0.606, 4.152)  -0.03
N (-0.291, -1.331, 3.563)  -0.07
C (0.561, -2.110, 4.459)  -0.10
C (1.590, -2.696, 3.504)  -0.11
N (1.550, -1.740, 2.408)  -0.09
C (2.503, -1.843, 1.323)  -0.03
C (0.372, -1.054, 2.406)  -0.33
N (0.000, -0.265, 1.420)  -0.05
C (-0.995, 0.785, 1.561)  -0.23
C (-0.611, 1.856, 0.543)  -0.23
N (-0.590, 1.221, -0.768)  -0.04
C (-0.716, 1.911, -1.891)  -0.31
N (-0.660, 3.265, -2.086)  -0.07
C (-0.726, 4.359, -1.131)  -0.03
C (-1.013, 3.590, -3.467)  -0.11
C (-0.798, 2.267, -4.177)  -0.10
N (-0.951, 1.316, -3.086)  -0.08
C (-0.810, -0.092, -3.392)  -0.04
H (-1.740, -1.178, 5.014)  0.10
H (-2.239, -0.532, 3.462)  0.09
H (-1.121, 0.389, 4.501)  0.10
H (-0.029, -2.872, 4.964)  0.13
H (1.022, -1.465, 5.214)  0.13
H (1.319, -3.702, 3.167)  0.13
H (2.588, -2.734, 3.937)  0.13
H (3.468, -2.115, 1.748)  0.10
H (2.613, -0.887, 0.818)  0.09
H (2.244, -2.602, 0.584)  0.07
H (-0.988, 1.246, 2.547)  0.11
H (-2.004, 0.419, 1.354)  0.12
H (0.371, 2.259, 0.806)  0.12
H (-1.346, 2.652, 0.609)  0.10
H (0.050, 4.288, -0.378)  0.09
H (-1.705, 4.444, -0.654)  0.10
H (-0.552, 5.276, -1.691)  0.09
H (-0.363, 4.379, -3.840)  0.13
H (-2.052, 3.929, -3.530)  0.13
H (0.200, 2.191, -4.621)  0.14
H (-1.541, 2.081, -4.949)  0.13
H (-1.231, -0.254, -4.383)  0.10
H (-1.386, -0.691, -2.690)  0.08
H (0.229, -0.414, -3.395)  0.07

The calculation puts the HOMO-LUMO gap (alpha / beta) at 8.031 / 8.032 eV. As for the total charge: +1. Its energy above the lowest of the compared OMol25 structures with the same formula, charge and spin is 124.0 kJ/mol. For the HOMO energy (alpha / beta), the calculation gives -0.4243 / -0.4243 hartree.